No. 1
# C25H41BrCl4N6S2Si2Sr

A molecular structure, C25H41BrCl4N6S2Si2Sr (ωB97M-V/def2-TZVPD, the Open Molecules 2025 dataset).

Last column: Mulliken charge in e.
CARTESIAN COORDINATES (ANGSTROEM)
C: -2.4714 0.2714 -2.8703  -2.07
H: -0.0494 3.6118 -4.6012  0.54
Cl: 1.8024 1.2549 7.2200  -0.30
Sr: 0.5361 1.3389 2.9918  1.30
H: -4.6529 3.5845 2.9762  0.42
N: 4.4400 -3.4345 2.8985  -0.80
H: -1.5869 -1.6769 -1.2860  0.26
H: 1.6544 -2.2669 -1.9063  0.22
Si: 0.4984 0.4781 5.8024  0.10
H: -0.5516 -2.5514 -2.4198  0.24
H: -1.0181 -0.0343 -5.2470  0.32
H: 2.4523 2.5722 -3.4239  0.36
H: 4.1156 -0.5756 -2.5429  0.54
Cl: 0.7984 -1.6320 6.0912  -0.36
C: 3.1516 -3.4401 2.8520  0.93
N: 1.3522 -1.7220 2.6685  -0.05
C: -0.8650 3.9348 2.4776  0.75
H: -4.7502 -3.5277 2.8081  0.46
H: -0.3636 -1.6288 -4.8495  0.31
N: 2.6679 -2.1503 2.7287  0.31
Cl: -3.0305 -4.1279 0.5954  -0.21
Cl: -1.3594 0.6984 6.7587  -0.36
C: -0.0827 2.5381 -4.3972  -1.73
H: 3.2681 -0.7469 -4.8802  0.53
H: 1.5584 -0.5118 -5.2534  0.29
C: 3.2207 -0.0181 -2.2501  -1.69
H: -1.0670 -2.1171 1.1331  0.33
C: 1.9327 -2.0112 -2.9309  -1.95
C: -1.2195 -0.5789 -3.1324  2.63
C: -3.9076 -2.8502 2.8170  -0.22
S: 3.7154 0.3532 2.5487  -0.37
H: 1.5883 -4.6017 3.7104  0.28
H: -2.2840 -2.4087 -2.7298  0.55
H: 0.8387 -2.2521 1.9762  -0.01
H: -3.3617 -0.3292 -3.0794  0.58
H: -1.1588 6.0628 2.5570  0.47
C: 2.3666 -0.2012 -4.5874  -1.71
N: 4.7859 -2.1150 2.8160  0.21
C: -1.6495 5.1018 2.6009  -0.92
H: -1.6781 2.6403 -2.1306  0.29
H: 3.0476 -0.2016 -1.1892  0.23
H: -2.5245 0.5887 -1.8267  0.31
Si: 0.3872 0.3777 -2.6106  -0.96
C: -3.0034 4.9845 2.7920  -0.17
H: 2.5575 0.8598 -4.7563  0.28
H: 1.7130 -4.7184 1.9484  0.25
C: -2.9230 -2.9410 1.8461  -0.19
N: -1.7196 -1.1356 2.8237  0.40
H: -1.0996 2.1990 -4.5981  0.28
C: -2.6676 -1.0371 3.7546  -0.19
C: -1.8470 -2.0691 1.8867  -0.13
C: -2.7644 2.6219 2.7133  -0.55
C: -3.5894 3.7132 2.8361  -0.81
C: -1.4073 -1.8825 -2.3405  -1.97
H: 2.9157 -5.5230 2.9724  0.35
H: -2.5137 1.1527 -3.5099  0.36
H: -2.5288 -0.2688 4.5060  0.24
H: 3.4356 1.0401 -2.3821  0.30
S: 0.8309 4.0268 2.2393  -0.56
H: 1.6138 4.0058 -2.8405  0.60
Br: 0.3713 0.1220 -0.3105  -0.15
H: -0.6334 4.0574 -2.2116  0.53
H: 0.5865 2.0450 -5.1066  0.30
C: 1.7065 2.9240 -2.7105  -2.04
H: -3.1638 1.6128 2.7400  0.43
H: -2.1070 -1.3880 -4.9352  0.54
C: 0.3339 2.2757 -2.9413  2.48
H: -0.3739 2.8545 -0.9531  0.36
H: 0.9061 -1.8005 3.5818  0.05
C: 2.0405 -0.4905 -3.1142  2.43
N: -1.4363 2.7117 2.5501  -0.07
H: 1.2103 -2.4561 -3.6165  0.32
C: 2.2870 -4.6428 2.8738  -1.16
H: -3.6188 5.8672 2.9140  0.37
C: -1.1659 -0.9226 -4.6287  -1.80
H: 2.9055 -2.4673 -3.1356  0.62
H: 5.7479 -1.8314 2.8569  0.18
H: -4.5169 -1.7642 4.5667  0.44
C: -3.7740 -1.8727 3.7893  -0.94
C: 3.7297 -1.2891 2.7126  0.11
C: -0.6535 2.9843 -2.0001  -1.91
H: 2.0687 2.7467 -1.6960  0.39

Atoms 1-6, force components in eV/Å:
C 0.09 0.01 0.02
H 0.02 0.02 0.03
Cl 0.28 0.14 0.29
Sr 0.87 -0.93 -1.19
H 0.00 0.00 -0.01
N 0.12 -0.16 0.01

- 2S+1 = 1
- E_LUMO (eV) = 0.0

***

No. 2
# C2HCuO2

A molecular structure, C2HCuO2 (ωB97M-V/def2-TZVPD, the Open Molecules 2025 dataset).

Last column: Mulliken charge in e.
CARTESIAN COORDINATES (ANGSTROEM)
H: 1.1519 -0.4611 -2.0107  0.33
Cu: 0.4284 0.4842 0.8407  -0.29
C: -1.5370 0.2635 1.1987  0.50
O: 1.6044 -0.8209 -0.0915  -0.32
O: -2.6397 0.6703 1.0158  -0.23
C: 0.9920 -0.1359 -0.9529  0.01

Atomic forces in eV per Å
H -0.42 0.89 0.22
Cu -1.16 0.01 0.13
C -4.61 2.66 -1.28
O 0.30 0.14 -0.19
O 5.25 -2.23 1.11
C 0.64 -1.46 0.01

- expectation value of S² = 2.01
- 2S+1 = 3
- E_LUMO (spin up / spin down) (eV) = -0.8 / -1.2

***

No. 3
# C14H17BF6N6OSn

A molecular structure, C14H17BF6N6OSn (ωB97M-V/def2-TZVPD, the Open Molecules 2025 dataset).

Last column: Mulliken charge in e.
CARTESIAN COORDINATES (ANGSTROEM)
H: 4.5837 -0.5466 -0.8858  0.48
H: -2.4734 -3.2121 -0.7439  0.57
H: 3.2116 -0.3746 -3.2619  0.50
Sn: -0.6874 -0.5047 0.3518  1.40
C: -1.2328 2.4957 -1.2428  -0.25
N: -1.0900 -1.7811 -1.5093  0.01
H: 2.6617 -0.7126 1.0240  0.83
H: 1.6551 2.7701 3.2546  0.51
C: -0.5715 2.1029 -3.3337  0.14
C: -1.9842 -3.2339 -2.9338  -1.04
C: 2.5440 -0.6462 -0.0482  -0.33
F: -1.2881 2.0034 1.8492  -0.15
C: -1.1415 3.0692 -2.5166  -0.97
O: 0.5388 -0.1350 1.9985  -0.60
H: 2.5917 1.5058 2.3878  0.43
C: 3.5240 -0.5498 -1.0341  -1.23
C: 1.6127 1.9877 2.4862  -1.62
F: 0.1813 -0.7059 4.6349  -0.19
H: -0.8506 -2.3469 -4.6799  0.55
C: -1.1325 -2.3891 -3.6361  0.14
N: -0.3344 1.0113 -2.5892  0.06
N: -0.7327 1.2436 -1.2964  0.21
H: -1.1245 -1.9264 1.7917  0.42
C: 1.0337 0.2768 4.2448  0.62
H: -2.2229 -1.6354 3.1333  0.37
F: -0.7205 2.7819 3.8224  -0.20
H: -2.5615 -4.0429 -3.3314  0.48
B: 0.3677 -0.3184 -3.0054  -0.16
F: 1.1410 1.1654 5.2781  -0.19
C: 2.8553 -0.4564 -2.2457  0.06
C: 0.6019 0.9453 2.8847  1.15
H: 0.7538 -0.2826 -4.1408  0.10
H: -0.3165 2.1090 -4.3830  0.53
H: -1.6192 2.9401 -0.3375  0.66
N: 1.3320 -0.6034 -0.6398  0.24
C: -1.9461 -2.8203 -1.5991  -0.05
H: -1.4512 4.0556 -2.7975  0.49
F: 2.2573 -0.3024 4.0795  -0.21
C: -2.2119 -1.8638 2.0614  -1.05
N: 1.5370 -0.4860 -1.9946  -0.05
H: -2.6179 -2.8610 1.8519  0.43
C: -0.7840 1.6382 3.0906  0.21
H: -2.8590 -1.1352 1.5533  0.44
N: -0.6182 -1.5029 -2.7645  0.11
F: -1.7364 0.8476 3.6491  -0.21
H: 1.3245 2.4263 1.5235  0.34

Atoms 1-6, force components in eV/Å:
H 0.34 -0.02 0.06
H -0.08 -0.12 0.03
H 0.14 0.02 0.03
Sn 4.09 1.44 -0.59
C 0.67 -2.60 1.73
N -2.69 -1.59 2.22

- total charge = +4
- 2S+1 = 1
- E_LUMO (spin up / spin down) (eV) = -18.6 / -18.1

***

No. 4
# C7H4CeNO5

A molecular structure, C7H4CeNO5 (ωB97M-V/def2-TZVPD, the Open Molecules 2025 dataset).

Last column: Mulliken charge in e.
CARTESIAN COORDINATES (ANGSTROEM)
C: -1.9237 0.8735 -1.6365  -0.02
O: 2.5722 2.8841 -0.2744  -0.07
C: -1.7008 1.2457 3.1785  0.47
H: -1.6119 1.3554 5.2639  0.32
C: -2.2691 1.6550 4.4341  -0.83
H: -3.2372 1.1548 4.5791  0.33
C: -1.4143 -2.0110 -0.0863  0.23
H: -2.3910 2.7508 4.4277  0.32
O: -1.8091 -3.0909 -0.1069  -0.10
O: 1.4922 -1.1494 -2.7088  -0.08
Ce: -0.3873 0.6583 -0.0038  1.07
C: 1.7145 2.1245 -0.1712  0.34
O: -1.3780 2.0117 -1.6030  -0.36
C: 1.3742 -0.9301 1.3219  0.23
N: -1.2261 0.9751 2.1527  -0.36
C: 0.9577 -0.6419 -1.8237  0.25
O: 2.1390 -1.6043 1.8551  -0.10
H: -2.8038 0.5399 -2.2430  0.35

Atoms 1-6, force components in eV/Å:
C -0.49 0.68 -0.88
O -3.32 -3.01 0.47
C 0.60 -0.09 -1.09
H -0.07 0.12 -0.28
C -0.21 0.00 0.48
H 0.16 0.22 -0.10

- total charge = +2
- expectation value of S² = 0.75
- 2S+1 = 2
- E_LUMO (spin up / spin down) (eV) = -8.9 / -8.9

***

No. 5
# C4H8O2

C4H8O2 in the gas phase (ωB97M-V/def2-TZVPD, the Open Molecules 2025 dataset).

Last column: Mulliken charge in e.
CARTESIAN COORDINATES (ANGSTROEM)
H: 0.0949 -0.3039 2.2349  0.26
H: -1.2283 -0.7597 -1.2191  0.32
O: 1.4527 -1.5065 -0.5623  -0.53
C: 0.0034 -0.6053 1.1932  -1.01
H: 2.0383 0.0157 0.7654  0.32
H: -0.5968 -1.5092 1.0404  0.28
O: 0.2188 1.8360 0.3090  -0.56
H: -1.1455 0.9027 -1.8558  0.36
H: -2.0386 0.5753 -0.3786  0.35
C: 0.0109 0.4772 0.0269  0.87
C: -1.1392 0.2887 -0.9436  -1.39
C: 1.1680 -0.4503 0.2976  0.00
H: 1.8183 -1.0817 -1.3461  0.35
H: -0.6596 2.2078 0.4830  0.36

Atoms 1-6, force components in eV/Å:
H 0.07 0.09 -0.27
H -0.12 -0.04 -0.07
O 0.10 0.14 -0.35
C -0.34 0.53 -0.10
H -0.11 0.08 -0.27
H 0.08 0.51 -0.13

- 2S+1 = 1
- E_LUMO (eV) = 0.9

***

No. 6
# C6H12N3O

A gas-phase ion, C6H12N3O (charge +1) (ωB97M-V/def2-TZVPD, the Open Molecules 2025 dataset).

Last column: Mulliken charge in e.
CARTESIAN COORDINATES (ANGSTROEM)
C: -0.9023 -1.8429 -1.0759  -0.64
H: -2.5181 -0.0412 -0.8774  0.36
H: 1.1548 3.4480 0.9947  0.21
H: -0.1369 -2.5623 0.8330  0.40
H: -0.3870 -2.6418 -1.5885  0.38
H: 1.4050 -0.8562 -0.8701  0.43
N: 1.1381 2.4503 1.1327  -0.09
H: -0.9043 -1.0081 0.8922  0.35
C: -0.2604 -1.6364 0.2898  -0.55
N: 1.1309 0.3587 0.7768  0.63
H: -1.3518 1.2030 -1.2995  0.20
H: 1.0036 2.2491 3.2708  0.43
C: 1.1791 1.5191 0.1636  -0.06
H: 1.2500 1.6512 -0.8933  0.48
O: -0.8039 -0.6935 -1.8827  -0.40
N: 1.0594 0.5085 2.1110  -0.71
C: 1.1204 -0.9751 0.1651  -0.66
C: 1.0504 1.7932 2.3061  -0.12
H: 1.8765 -1.5619 0.6587  0.33
H: -2.3601 0.4903 -2.5371  0.30
H: -1.9375 -2.1250 -0.9352  0.43
C: -1.8060 0.2729 -1.6347  -0.72

Atoms 1-6, force components in eV/Å:
C 0.27 -0.12 0.29
H -0.09 -0.16 0.17
H 0.01 0.12 -0.02
H -0.20 -0.36 0.01
H 0.09 -0.22 -0.33
H 0.04 0.17 -0.25

- total charge = +1
- 2S+1 = 1
- E_LUMO (eV) = -3.4

***

No. 7
# C3H6N2O3

A molecular structure, C3H6N2O3 (ωB97M-V/def2-TZVPD, the Open Molecules 2025 dataset).

Last column: Mulliken charge in e.
CARTESIAN COORDINATES (ANGSTROEM)
O: 0.1908 -0.7579 1.3424  -0.26
C: -1.0399 0.6814 -1.2028  0.65
C: -0.8142 -0.9173 0.4142  -0.15
O: -0.1179 0.2175 -1.9269  -0.55
H: 1.9518 -0.2832 2.6085  0.27
C: 2.3568 -0.7348 1.4560  -0.23
H: -0.6508 -1.4243 -0.6361  0.32
H: -1.5728 -1.5983 0.8570  0.26
O: -1.4003 0.2497 0.0204  -0.32
N: -1.7229 1.9421 -1.5325  -0.67
H: 3.5703 -1.1736 1.0158  0.25
H: -0.7180 2.3211 -2.1919  0.36
N: 1.4979 -1.1147 0.5863  -0.23
H: -1.5308 2.5922 -0.8102  0.30

Atoms 1-6, force components in eV/Å:
O 1.36 -0.84 -2.63
C 2.59 1.37 -1.55
C -1.21 -4.06 -1.66
O -3.56 0.91 2.39
H 1.79 -1.32 -3.66
C 2.19 -1.61 0.05

- 2S+1 = 1
- E_LUMO (eV) = 0.7

***

No. 8
# C4H12

2 unconnected molecules or ions with the total composition C4H12 (ωB97M-V/def2-TZVPD, the Open Molecules 2025 dataset).

Last column: Mulliken charge in e.
CARTESIAN COORDINATES (ANGSTROEM)
C: 1.6200 -1.1549 0.6218  -0.78
H: 0.0469 0.6888 -0.6707  0.03
H: 2.3732 -1.8489 0.9772  0.32
C: -1.9488 1.1405 -1.0794  -0.98
H: 0.0165 -0.6741 2.0945  0.25
H: -2.7244 0.8192 -1.7827  0.29
H: -2.3804 0.9035 -0.1118  0.29
H: -0.3011 0.5318 -2.3812  0.32
C: -0.6904 0.3181 -1.3860  -0.51
H: -1.8077 2.2164 -1.1592  0.29
H: 0.8182 -1.6700 0.0964  0.20
H: 1.0478 0.7049 1.6129  0.28
H: -0.7972 -0.7499 -1.2254  0.24
H: 1.6659 -0.3912 2.6925  0.34
H: 2.0417 -0.4628 -0.1053  0.26
C: 1.0199 -0.3715 1.8064  -0.85

Atoms 1-6, force components in eV/Å:
C -0.61 0.44 0.36
H 0.34 -0.34 -0.16
H 0.06 -0.20 -0.24
C -0.67 -1.08 -0.80
H 0.01 -0.01 -0.05
H -0.09 0.42 -0.07

- 2S+1 = 1
- E_LUMO (eV) = 1.2

***

How do the records compare in largest force on an atom? In the order shown, they have 1.74; 5.81; 4.37; 6.16; 1.31; 0.89; 6.80; 1.56 eV/Å.
How do the records compare in energy above the lowest of the compared OMol25 structures with the same formula, charge and spin? In the order shown, they have 21.18; 0.00; 0.00; 0.00; 48.26; 55.07; 153.48; 6.52 kcal/mol.